Below is a molecular structure, C61H37Cl4N8O4S2W in a non-equilibrium geometry, with properties calculated with ωB97M-V/def2-TZVPD.

Geometry as ORCA input:
```
! wB97M-V def2-TZVPD RIJCOSX def2/J DEFGRID3
* xyz 1 1
W 0.077 -0.316 0.288
Cl 7.241 -4.996 -3.978
C 5.922 -4.233 -3.152
C 4.962 -5.017 -2.534
C 3.910 -4.398 -1.879
C 3.816 -3.010 -1.836
C 4.793 -2.239 -2.455
C 5.847 -2.850 -3.118
C 2.674 -2.386 -1.108
C 2.892 -1.818 0.143
C 4.177 -1.827 0.756
C 4.064 -1.155 1.923
C 2.703 -0.759 2.041
C 2.236 -0.026 3.107
C 3.209 0.519 4.093
C 3.358 -0.040 5.356
C 4.267 0.493 6.255
C 5.024 1.592 5.880
Cl 6.158 2.268 7.003
C 4.893 2.158 4.622
C 3.985 1.614 3.729
C 0.887 0.195 3.280
N -0.114 -0.270 2.433
C -1.287 0.105 3.095
C -2.556 -0.311 2.754
C -3.727 0.125 3.559
C -4.661 0.980 2.980
C -5.761 1.410 3.704
C -5.926 0.970 5.007
Cl -7.301 1.504 5.918
C -5.014 0.108 5.596
C -3.914 -0.309 4.867
C -2.758 -1.122 1.658
C -4.023 -1.720 1.374
C -3.896 -2.354 0.192
C -2.547 -2.161 -0.234
N -1.817 -1.418 0.685
C -2.094 -2.608 -1.453
C -0.753 -2.576 -1.788
C -0.228 -3.246 -2.936
C 1.117 -3.193 -2.837
C 1.414 -2.478 -1.639
N 0.252 -2.066 -0.992
C -3.055 -3.203 -2.422
C -3.505 -2.435 -3.489
C -4.388 -2.969 -4.414
C -4.817 -4.279 -4.261
Cl -5.919 -4.952 -5.417
C -4.382 -5.057 -3.200
C -3.500 -4.512 -2.280
C -0.998 0.846 4.275
C 0.346 0.888 4.398
N 1.950 -1.203 0.954
H 5.041 -6.094 -2.563
H 3.159 -5.003 -1.387
H 4.724 -1.164 -2.426
H 6.607 -2.259 -3.607
H 5.047 -2.298 0.338
H 4.819 -0.969 2.665
H 2.763 -0.898 5.641
H 4.391 0.066 7.239
H 5.496 3.012 4.349
H 3.876 2.046 2.744
H -4.517 1.312 1.961
H -6.486 2.078 3.264
H -5.169 -0.230 6.609
H -3.201 -0.988 5.316
H -4.892 -1.638 2.001
H -4.637 -2.908 -0.354
H -0.825 -3.743 -3.679
H 1.851 -3.614 -3.501
H -3.178 -1.407 -3.587
H -4.748 -2.377 -5.242
H -4.728 -6.075 -3.101
H -3.151 -5.115 -1.452
H -1.741 1.247 4.938
H 0.931 1.321 5.187
N -2.982 6.812 -2.461
C -2.828 5.499 -2.148
C -2.452 5.105 -0.859
C -2.272 3.773 -0.559
C -2.460 2.793 -1.538
C -2.891 3.179 -2.811
C -3.061 4.506 -3.115
S -2.405 1.119 -1.075
O -2.276 1.109 0.381
O -3.505 0.443 -1.692
N -0.991 0.324 -1.431
C -0.586 0.316 -2.783
N -1.437 0.891 -3.631
C -1.072 0.923 -4.903
C 0.129 0.387 -5.348
C 0.918 -0.201 -4.379
N 0.566 -0.243 -3.099
H -2.900 7.521 -1.757
H -3.349 7.086 -3.353
H -2.315 5.851 -0.089
H -2.015 3.489 0.447
H -3.116 2.422 -3.546
H -3.398 4.791 -4.102
H -1.760 1.400 -5.591
H 0.424 0.425 -6.383
H 1.873 -0.653 -4.625
O 3.327 0.644 -1.928
C 2.599 1.053 -1.065
O 1.428 0.447 -0.770
C 2.833 2.205 -0.170
C 4.095 2.805 -0.226
C 4.386 3.913 0.543
C 3.400 4.425 1.382
C 2.160 3.822 1.461
C 1.848 2.690 0.690
S 0.219 2.085 0.965
H 4.827 2.389 -0.905
H 5.358 4.381 0.484
H 3.604 5.294 1.991
H 1.415 4.215 2.138
*
```

Properties
HOMO   -9.920 eV

Below is a molecular structure, C61H44N7RbS2 in a non-equilibrium geometry, with properties calculated with ωB97M-V/def2-TZVPD.

Geometry as ORCA input:
```
! wB97M-V def2-TZVPD RIJCOSX def2/J DEFGRID3
* xyz -2 1
Rb -1.286 1.859 1.369
C 1.748 -3.569 6.869
C 1.731 -2.169 6.861
C 1.375 -1.516 5.672
C 0.919 -2.214 4.536
C 1.001 -3.627 4.551
C 1.368 -4.285 5.698
C 0.446 -1.435 3.367
C -0.775 -1.774 2.697
C -1.513 -3.005 2.989
C -2.547 -3.079 2.087
C -2.450 -1.892 1.244
C -3.266 -1.665 0.121
C -4.385 -2.581 -0.168
C -4.222 -3.979 -0.167
C -5.349 -4.812 -0.199
C -6.635 -4.300 -0.395
C -6.755 -2.922 -0.622
C -5.660 -2.084 -0.409
C -2.953 -0.690 -0.846
N -1.975 0.260 -0.863
C -1.847 0.733 -2.139
C -0.892 1.595 -2.676
C -1.103 2.045 -4.058
C -0.086 2.005 -5.088
C -0.305 2.558 -6.335
C -1.534 3.160 -6.670
C -2.558 3.101 -5.733
C -2.345 2.597 -4.461
C 0.276 1.962 -2.030
C 1.334 2.752 -2.619
C 2.344 2.845 -1.668
C 1.837 2.233 -0.466
N 0.607 1.690 -0.688
C 2.568 2.087 0.734
C 2.264 1.111 1.708
C 3.339 0.427 2.440
C 2.775 -0.525 3.194
C 1.339 -0.442 2.933
N 1.041 0.538 2.039
C 3.852 2.792 0.881
C 4.017 3.833 1.783
C 5.229 4.507 1.897
C 6.342 4.171 1.106
C 6.180 3.099 0.215
C 4.956 2.410 0.116
C -2.840 0.058 -2.978
C -3.556 -0.770 -2.168
N -1.400 -1.095 1.684
H 2.031 -4.137 7.753
H 2.015 -1.560 7.719
H 1.509 -0.434 5.600
H 0.803 -4.202 3.620
H 1.392 -5.357 5.714
H -1.247 -3.727 3.772
H -3.294 -3.845 2.013
H -3.227 -4.431 -0.162
H -5.238 -5.881 -0.084
H -7.519 -4.925 -0.469
H -7.694 -2.477 -0.952
H -5.772 -0.991 -0.375
H 0.918 1.571 -4.856
H 0.475 2.513 -7.068
H -1.645 3.706 -7.583
H -3.572 3.362 -6.002
H -3.176 2.626 -3.778
H 1.271 3.264 -3.589
H 3.315 3.324 -1.808
H 4.389 0.672 2.291
H 3.240 -1.299 3.811
H 3.202 4.049 2.462
H 5.325 5.332 2.550
H 7.274 4.722 1.194
H 6.983 2.811 -0.428
H 4.858 1.597 -0.600
H -2.954 0.203 -4.059
H -4.375 -1.416 -2.434
N 1.826 -2.685 -0.275
S 2.152 -2.189 -1.664
C 1.115 -3.114 -2.830
C 1.415 -3.053 -4.189
C 0.582 -3.670 -5.117
C -0.586 -4.308 -4.681
C -0.798 -4.519 -3.323
C 0.057 -3.916 -2.394
C 3.806 -2.547 -2.223
C 4.292 -3.865 -2.268
C 5.690 -4.040 -2.285
C 6.514 -2.919 -2.357
C 6.023 -1.640 -2.388
C 4.623 -1.452 -2.382
H 2.619 -2.820 0.334
H 2.325 -2.492 -4.463
H 0.781 -3.599 -6.181
H -1.354 -4.634 -5.364
H -1.617 -5.116 -2.956
H -0.127 -4.012 -1.315
H 3.609 -4.721 -2.267
H 6.146 -5.019 -2.214
H 7.594 -3.068 -2.433
H 6.687 -0.778 -2.484
H 4.227 -0.431 -2.504
C -4.247 7.934 2.573
C -4.335 6.799 3.540
C -4.931 6.944 4.817
C -4.999 5.756 5.510
N -4.523 4.605 5.080
C -3.933 4.577 3.896
S -3.334 3.039 3.348
N -3.824 5.667 3.150
H -4.242 8.885 3.094
H -5.113 7.970 1.881
H -3.313 7.798 2.016
H -5.348 7.873 5.183
H -5.395 5.688 6.535
*
```

Properties
HOMO   -1.365 eV

Calculated HOMO-LUMO gap (Ha), listed in the same order as above: 0.194; 0.179
Calculated energy relative to the best compared isomer or geometry (same formula, charge and spin) (kcal per mole), listed in the same order as above: 0.0; 0.0
Calculated total energy (eV), listed in the same order as above: -157551.9180; -96725.4300